Model a:
Below is a 2-piece molecular cluster, C4H11N2O2 overall, with properties calculated with wB97M-V/def2-TZVPD.

The geometry in ORCA input format:
```
! wB97M-V def2-TZVPD RIJCOSX def2/J DEFGRID3
* xyz -1 1
O -0.27405 0.13594 0.13322
O 0.73972 3.86693 -2.06981
N 0.37953 2.76921 -0.08451
N -0.17144 1.75697 -2.06198
C 0.39785 -2.71510 0.32186
C -0.96501 -0.68131 0.96487
C 0.35785 2.87002 -1.45563
C -0.12072 -1.86884 1.47318
H 1.03599 -3.52931 0.65886
H 0.94458 -2.06791 -0.36264
H -0.15809 0.92944 -1.44376
H 1.01667 3.42621 0.33204
H 0.71177 -1.44063 2.03456
H -0.45309 -3.14667 -0.20953
H -0.71136 -2.48878 2.16369
H 0.11832 1.62922 -3.01649
H -1.32896 -0.14408 1.87218
H 0.35635 1.79254 0.27196
H -1.87592 -1.09385 0.47793
*
```

HOMO energy = -3.71 eV
Orbital gap = 7.81 eV

Listed below, in e, are the natural (NBO) charges computed for each atom: number 1, O, carries -0.992; number 2, O, carries -0.731; number 3, N, carries -0.879; number 4, N, carries -0.876; number 5, C, carries -0.613; number 6, C, carries -0.005; number 7, C, carries 0.776; number 8, C, carries -0.416; number 9, H, carries 0.177; number 10, H, carries 0.225; number 11, H, carries 0.448; number 12, H, carries 0.365; number 13, H, carries 0.178; number 14, H, carries 0.183; number 15, H, carries 0.161; number 16, H, carries 0.366; number 17, H, carries 0.095; number 18, H, carries 0.448; number 19, H, carries 0.090



Model b:
Below is a 2-piece molecular cluster, C4H11N2O2 overall, with properties calculated with wB97M-V/def2-TZVPD.

The geometry in ORCA input format:
```
! wB97M-V def2-TZVPD RIJCOSX def2/J DEFGRID3
* xyz -1 1
O 0.50397 0.41787 1.28389
O 0.41683 -1.87305 1.21081
N 0.40356 1.00541 -2.97891
N -0.58966 -0.40803 -1.20107
C 0.63325 -0.74809 1.77923
C 0.58345 0.32249 -1.66640
C -1.73603 0.40981 -0.80970
C 0.99263 -0.73591 3.29766
H 0.92491 -1.77238 3.69187
H -1.42116 1.37659 -0.33719
H 0.23601 -0.10813 3.85207
H -0.24217 -0.85359 -0.34713
H -2.34118 -0.08282 -0.09898
H 0.05127 0.28982 -3.61582
H -0.34619 1.67977 -2.94680
H 1.35951 -0.42272 -1.90384
H 0.89882 1.08208 -0.92951
H -2.29523 0.73073 -1.72016
H 1.96742 -0.30985 3.43999
*
```

HOMO energy = -4.33 eV
Orbital gap = 8.45 eV

Listed below, in e, are the natural (NBO) charges computed for each atom: number 1, O, carries -0.802; number 2, O, carries -0.791; number 3, N, carries -0.856; number 4, N, carries -0.689; number 5, C, carries 0.763; number 6, C, carries -0.052; number 7, C, carries -0.415; number 8, C, carries -0.728; number 9, H, carries 0.194; number 10, H, carries 0.167; number 11, H, carries 0.200; number 12, H, carries 0.426; number 13, H, carries 0.199; number 14, H, carries 0.335; number 15, H, carries 0.334; number 16, H, carries 0.173; number 17, H, carries 0.186; number 18, H, carries 0.152; number 19, H, carries 0.202



Most stable = model a